1.
DFT (ωB97M-V/def2-TZVPD) results for a structure of composition C32H44BrN3P2Re in a non-equilibrium geometry.

ΔE to the lowest compared entry with this formula, charge and spin, kJ/mol: 0.0
E_LUMO (spin up / spin down), eV: -12.13 / -14.47
F_max, eV/Å: 6.96
E_HOMO (spin up / spin down), eV: -18.6 / -18.6

Geometry as ORCA input:
```
! RIJCOSX wB97M-V def2-TZVPD def2/J DEFGRID3
* xyz 4 4
C -1.96 2.33 -6.80
C -1.27 3.43 -6.20
C -0.88 4.45 -7.09
C -0.99 4.24 -8.49
N -1.52 3.13 -9.01
C -2.01 2.19 -8.21
C -0.91 3.28 -4.76
C -0.66 2.18 -4.07
C 0.03 1.36 -3.15
C -0.79 0.39 -2.41
C -0.19 -0.61 -1.70
C 1.28 -0.83 -1.71
C 2.01 -0.03 -2.73
C 1.44 0.97 -3.44
Re -0.60 3.39 -2.61
P -1.38 2.64 -0.33
H -0.46 5.39 -6.76
H -2.41 1.52 -6.22
H -0.65 4.99 -9.21
H -2.44 1.29 -8.69
H 1.91 1.43 -4.32
H -1.88 0.52 -2.43
H 3.09 -0.18 -2.88
H -0.77 -1.11 -0.92
C -0.61 2.51 1.41
C -0.95 3.60 2.43
H 0.47 2.45 1.27
H -0.90 1.52 1.82
H -0.54 3.33 3.41
H -0.52 4.57 2.16
H -2.03 3.74 2.56
C -2.30 4.24 -0.37
C -2.82 4.43 -1.80
H -1.63 5.06 -0.07
H -3.13 4.22 0.36
H -3.12 5.47 -1.94
H -2.08 4.38 -2.70
H -3.66 3.75 -2.01
C -2.71 1.37 0.02
C -3.73 1.70 1.10
H -2.19 0.43 0.28
H -3.21 1.18 -0.94
H -4.50 0.92 1.13
H -3.29 1.77 2.10
H -4.25 2.64 0.89
Br 1.44 -0.43 0.47
P 1.37 3.59 -1.60
C 1.27 4.85 -0.22
C 2.48 5.16 0.66
H 0.44 4.52 0.43
H 0.93 5.77 -0.73
H 2.24 6.01 1.31
H 2.77 4.34 1.33
H 3.35 5.46 0.08
C 2.49 2.40 -0.58
C 4.02 2.43 -0.68
H 2.14 1.39 -0.86
H 2.21 2.47 0.48
H 4.43 1.50 -0.25
H 4.36 2.50 -1.72
H 4.46 3.26 -0.09
C 2.55 4.23 -2.87
C 3.45 5.39 -2.48
H 1.88 4.52 -3.70
H 3.15 3.39 -3.26
H 3.90 5.80 -3.38
H 2.90 6.20 -2.00
H 4.29 5.09 -1.84
N 3.44 -3.46 -1.30
C 3.04 -2.44 -2.03
N 1.73 -2.20 -1.79
C 1.27 -3.19 -0.88
C 0.05 -3.37 -0.23
C 0.01 -4.38 0.75
C 1.15 -5.13 1.09
C 2.37 -4.92 0.42
C 2.38 -3.94 -0.54
H 4.39 -3.82 -1.29
H 3.72 -1.82 -2.59
H -0.83 -2.82 -0.53
H -0.94 -4.60 1.26
H 1.07 -5.89 1.87
H 3.28 -5.46 0.60
*
```

Atomic partial charges in e from the Mulliken method, atoms 1 to 8: -0.364 0.452 -0.316 -0.403 0.098 -0.446 -0.552 -1.409

2.
DFT (ωB97M-V/def2-TZVPD) results for the molecule C4H6N2.

ΔE to the lowest compared entry with this formula, charge and spin, kJ/mol: 46.6
E_LUMO, eV: 0.96
SMILES: Cc1ccn[nH]1
F_max, eV/Å: 0.28
E_HOMO, eV: -9.1

Geometry as ORCA input:
```
! RIJCOSX wB97M-V def2-TZVPD def2/J DEFGRID3
* xyz 0 1
C -1.73 -0.22 -0.03
C -0.25 -0.04 -0.05
C 0.80 -0.90 0.19
C 1.96 -0.09 0.12
N 1.66 1.17 -0.16
N 0.33 1.17 -0.26
H -2.18 0.44 0.73
H -2.20 0.02 -0.99
H -1.99 -1.25 0.23
H 0.74 -1.96 0.39
H 2.99 -0.37 0.27
H -0.14 2.04 -0.45
*
```

Atomic partial charges in e from the Mulliken method, atoms 1 to 8: -1.110 0.525 -0.360 -0.398 -0.849 0.303 0.298 0.297

3.
DFT (ωB97M-V/def2-TZVPD) results for a structure of composition C7H19BrNO3Sr in a non-equilibrium geometry.

E_LUMO, eV: -6.33
F_max, eV/Å: 2.00
E_HOMO, eV: -10.2

Geometry as ORCA input:
```
! RIJCOSX wB97M-V def2-TZVPD def2/J DEFGRID3
* xyz 1 1
Sr -3.31 -4.18 -0.66
Br -1.53 -3.08 1.39
C -0.59 1.54 -3.99
O -0.49 1.48 -2.57
C 0.90 1.35 -2.15
C 0.89 0.75 -0.81
N 0.36 1.65 0.19
C 0.22 1.03 1.51
C -0.84 1.83 2.33
O -2.15 1.75 1.77
C -2.66 0.46 1.99
H -1.34 2.26 -4.33
H -0.84 0.55 -4.37
H 0.30 1.94 -4.48
H 1.33 2.35 -2.19
H 1.38 0.64 -2.81
H 1.91 0.50 -0.51
H 0.24 -0.11 -0.76
H -0.53 2.03 -0.12
H 1.20 1.04 2.00
H -0.18 0.02 1.52
H -0.59 2.89 2.34
H -0.76 1.47 3.36
H -3.75 0.42 1.90
H -2.41 0.04 2.96
H -2.28 -0.27 1.27
C 2.92 -3.55 0.76
O 2.00 -2.54 1.12
H 3.92 -3.13 0.84
H 2.83 -4.37 1.48
H 2.72 -3.91 -0.25
H 1.10 -2.85 1.28
*
```

Atomic partial charges in e from the Mulliken method, atoms 1 to 8: 1.608 -0.687 -0.815 -0.331 -0.500 -0.448 -0.446 -0.173